1.
The following is a quantum chemistry calculation of C4H5NOS2 in the gas phase at a distorted geometry, from the OMol25 dataset.

For the lowest unoccupied orbital energy, the calculation gives -0.110 eV. The calculation puts the relative energy (zero: lowest compared OMol25 entry of this formula, charge and spin) at 37.79 kcal per mole. Its charge is 0. The calculation puts the maximum force at 4.083 eV/A. The HOMO energy is -9.0040 eV. As for the SMILES: S=C1CC/C(=N/S)O1.

Cartesian coordinates (Å):
C1 0.50460 -0.44414 -0.35996
C2 -0.89745 -0.68122 0.15533
C3 -1.34507 0.69515 0.76889
C4 -0.30611 1.67372 0.06441
H1 3.27071 -2.40429 -1.09885
H2 -0.89111 -1.34004 0.98426
H3 -1.51733 -1.06942 -0.68331
H4 -1.34063 0.67337 1.81444
H5 -2.38893 0.94724 0.48708
N1 1.42853 -1.33932 -0.51985
O1 0.64980 0.94654 -0.57384
S1 3.03595 -1.00114 -1.24365
S2 -0.20297 3.34356 0.20505

Cartesian forces, eV/Å:
1.767 -1.007 0.002
-0.203 0.906 -0.059
0.297 0.058 -4.072
-0.330 1.331 1.565
0.099 2.005 -0.383
0.104 -1.283 0.314
0.237 0.371 0.710
0.611 0.311 1.545
0.754 0.083 -0.040
-1.248 2.381 -0.447
-0.155 -0.309 0.098
-1.641 -2.226 1.182
-0.293 -2.619 -0.415

2.
The following is a quantum chemistry calculation of a molecular structure, C38H50BCl2N10S4Se2Zr, from the OMol25 dataset.

For the lowest unoccupied orbital energy, the calculation gives -8.380 eV. The calculation puts the relative energy (zero: lowest compared OMol25 entry of this formula, charge and spin) at 0.00 kcal per mole. Its charge is +3. The calculation puts the maximum force at 0.300 eV/A. The HOMO energy is -14.3276 eV.

Cartesian coordinates (Å):
Zr1 0.67685 0.81890 -0.01457
C1 0.53046 -4.00636 3.21219
C2 -0.15586 -2.84498 3.92804
C3 -0.82865 -3.37813 5.18954
C4 0.82297 -1.74783 4.33053
N1 -1.22348 -2.27924 3.00904
C5 -2.57784 -2.35796 3.27923
C6 -3.23831 -2.01172 2.15644
N2 -2.30509 -1.71796 1.18607
B1 -2.74213 -1.70490 -0.31103
N3 -3.31041 -0.33835 -0.78968
C7 -4.44076 -0.35180 -1.57702
C8 -4.86370 0.91775 -1.71946
N4 -3.99761 1.72695 -1.01537
C9 -3.03656 0.93675 -0.47937
S1 -1.72400 1.46693 0.54862
C10 -4.21047 3.21549 -0.86112
C11 -3.02961 3.92030 -1.51027
C12 -4.36716 3.55848 0.61754
C13 -5.48972 3.61590 -1.59001
N5 -1.71152 -2.30696 -1.30221
C14 -1.81319 -3.63794 -1.65944
C15 -1.10527 -3.81917 -2.78931
N6 -0.55154 -2.60020 -3.14062
C16 -0.91466 -1.70446 -2.19450
S2 -0.46414 -0.02682 -2.16031
C17 0.04285 -2.32964 -4.51205
C18 -0.88030 -1.34696 -5.22998
C19 0.08735 -3.63745 -5.29811
C20 1.46347 -1.79287 -4.39965
C21 -1.08888 -1.85924 1.72755
S3 0.40219 -1.55333 0.88003
H1 1.22529 -4.48059 3.90509
H2 1.09215 -3.68797 2.33631
H3 -0.20181 -4.75534 2.90842
H4 -0.04692 -3.75290 5.84852
H5 -1.50259 -4.20824 4.97802
H6 -1.36553 -2.60089 5.73456
H7 1.63197 -2.19153 4.91061
H8 0.32830 -1.01195 4.96589
H9 1.25450 -1.23995 3.47034
H10 -2.95959 -2.67037 4.23181
H11 -4.29423 -1.98334 1.95287
H12 -3.67533 -2.45203 -0.35593
H13 -4.86400 -1.27080 -1.94071
H14 -5.71809 1.29893 -2.24362
H15 -2.10552 3.65857 -1.00281
H16 -3.17217 5.00002 -1.44707
H17 -2.94990 3.64190 -2.56226
H18 -3.46651 3.36127 1.19335
H19 -5.19746 3.00125 1.05302
H20 -4.59518 4.62068 0.70584
H21 -5.43766 3.42217 -2.66149
H22 -5.61687 4.68985 -1.46290
H23 -6.37168 3.13087 -1.17101
H24 -2.41425 -4.32989 -1.09691
H25 -0.96892 -4.70708 -3.37460
H26 -1.89863 -1.73596 -5.27150
H27 -0.52987 -1.21598 -6.25356
H28 -0.89555 -0.36863 -4.74943
H29 -0.90620 -4.04220 -5.48912
H30 0.70480 -4.39205 -4.80960
H31 0.53967 -3.42382 -6.26515
H32 1.50856 -0.85838 -3.84628
H33 1.84056 -1.61446 -5.40659
H34 2.11476 -2.52280 -3.91854
Se1 0.20802 4.66361 -0.00945
Se2 2.04624 3.46502 0.77759
C22 1.24445 2.79011 2.37817
C23 1.37389 3.42388 3.59358
C24 0.67847 2.89652 4.67675
C25 -0.11061 1.77589 4.48071
C26 -0.16473 1.19559 3.22572
N7 0.51890 1.68304 2.18401
C27 0.35488 3.89166 -1.76409
C28 0.06292 4.74730 -2.81425
C29 0.23306 4.29669 -4.11363
C30 0.76009 3.02883 -4.30607
C31 1.03110 2.25523 -3.19973
N8 0.77849 2.63129 -1.92945
H35 1.98199 4.31306 3.68452
H36 0.74001 3.36639 5.64946
H37 -0.68733 1.35012 5.28979
H38 -0.77585 0.32433 3.04135
H39 -0.25894 5.76078 -2.61497
H40 0.00545 4.94262 -4.95126
H41 0.97886 2.64813 -5.29328
H42 1.45761 1.27374 -3.32351
Cl1 2.64920 -1.24315 -1.28106
C32 4.20126 -0.40331 -1.56636
Cl2 3.89196 1.30163 -1.89344
H43 4.66192 -0.85731 -2.43589
H44 4.82008 -0.50036 -0.68025
N9 7.45394 -1.29737 3.61252
C33 7.13495 -0.89477 2.38055
S4 8.08801 -0.94408 1.05477
C34 5.73400 -0.41940 2.17297
C35 4.64887 -1.27719 2.28431
C36 3.41192 -0.86589 1.82043
N10 3.16005 0.35420 1.31978
C37 4.21125 1.19806 1.30958
C38 5.48586 0.86656 1.70676
H45 8.38593 -1.64109 3.79098
H46 6.84451 -1.14139 4.39786
H47 4.77284 -2.28960 2.64604
H48 2.58815 -1.55946 1.83183
H49 4.06347 2.18130 0.89316
H50 6.29348 1.57727 1.59721

Cartesian forces, eV/Å:
-0.094 0.264 -0.107
0.009 0.008 0.015
-0.038 0.033 0.027
-0.004 -0.014 0.009
-0.027 0.035 -0.012
0.087 -0.045 -0.027
0.002 0.021 -0.004
-0.006 0.017 0.029
0.120 -0.075 -0.066
-0.088 0.060 -0.009
0.044 -0.059 0.050
0.015 -0.037 0.013
-0.037 0.027 -0.002
0.028 -0.052 0.032
-0.066 0.071 -0.120
0.228 -0.046 0.156
0.007 -0.013 -0.074
0.010 0.036 0.017
0.004 0.001 0.001
-0.010 0.008 -0.002
-0.035 -0.034 0.019
-0.015 0.045 0.014
0.043 -0.006 -0.020
-0.022 -0.045 -0.002
0.058 -0.001 -0.025
-0.108 0.046 -0.039
-0.014 0.016 -0.003
-0.004 0.023 -0.023
-0.012 0.006 0.008
0.020 -0.007 0.014
-0.110 0.073 -0.011
-0.022 -0.047 0.062
-0.001 -0.007 -0.010
0.005 0.012 -0.021
0.003 0.004 -0.007
0.001 -0.006 -0.005
0.006 0.003 0.006
0.006 0.002 -0.001
0.000 -0.011 -0.009
0.018 -0.014 0.001
-0.002 -0.006 0.019
-0.011 -0.006 -0.021
0.005 -0.010 0.006
-0.005 0.001 0.034
-0.002 0.005 -0.005
0.011 -0.008 0.009
0.001 -0.022 0.003
0.004 -0.005 0.002
0.011 0.010 -0.011
0.037 -0.019 0.009
0.008 0.000 0.004
-0.004 -0.009 0.000
0.005 -0.011 -0.003
-0.007 -0.006 0.009
0.003 0.018 -0.004
0.007 -0.002 -0.008
0.007 -0.005 -0.001
0.001 -0.002 -0.002
0.000 -0.002 0.000
0.000 -0.028 -0.023
-0.004 -0.001 0.012
-0.001 0.003 -0.001
-0.001 -0.003 0.001
-0.023 0.001 0.000
0.000 -0.006 0.002
0.006 0.004 0.005
0.004 -0.070 0.002
-0.037 -0.041 -0.020
0.004 0.033 -0.004
0.010 0.004 -0.007
-0.030 -0.039 -0.005
0.019 0.033 0.022
0.000 -0.019 0.033
-0.158 -0.036 0.131
-0.005 0.077 0.006
0.031 -0.026 -0.074
0.001 -0.006 0.052
0.037 0.157 0.017
-0.026 -0.150 0.008
-0.016 -0.144 0.075
-0.001 0.001 0.004
0.006 0.008 -0.005
0.005 0.007 0.003
0.009 0.011 -0.039
0.010 -0.004 0.010
0.000 -0.003 -0.001
0.006 0.001 0.002
-0.006 -0.009 -0.027
0.058 -0.011 0.006
-0.007 -0.007 -0.008
0.084 0.017 -0.046
0.005 -0.003 -0.004
0.007 -0.013 -0.008
0.004 0.014 -0.016
-0.103 0.011 0.044
0.042 -0.013 -0.026
0.089 0.010 0.002
-0.038 -0.064 -0.091
0.003 0.137 0.181
-0.029 0.020 -0.124
-0.063 0.023 -0.024
0.033 -0.033 0.019
0.003 0.001 -0.006
0.011 -0.013 0.014
-0.006 -0.002 -0.009
0.008 -0.050 0.009
0.003 -0.002 0.002
-0.011 0.013 -0.004

3.
The following is a quantum chemistry calculation of a molecular structure, C2H6N3S at a distorted geometry, from the OMol25 dataset.

For the lowest unoccupied orbital energy, the calculation gives -5.538 eV. The calculation puts the relative energy (zero: lowest compared OMol25 entry of this formula, charge and spin) at 112.93 kcal per mole. Its charge is +1. The calculation puts the maximum force at 4.276 eV/A. The HOMO energy is -14.9771 eV.

Cartesian coordinates (Å):
C1 1.19039 0.07583 -0.27298
C2 0.56661 -1.23409 0.29431
N1 -2.14080 1.15704 -0.02023
N2 0.36468 1.12878 0.30839
N3 -1.26891 0.35030 0.04390
S1 -1.14522 -1.26729 -0.05103
H1 2.19499 0.12809 0.03820
H2 1.22105 -0.11513 -1.34827
H3 1.23392 -2.03268 0.10596
H4 0.51908 -1.23259 1.39016
H5 -3.10716 1.01594 -0.32988
H6 0.37139 2.02579 -0.15854

Cartesian forces, eV/Å:
-2.315 -1.353 0.028
1.599 1.619 2.242
-0.271 1.631 -0.480
-1.114 -2.805 0.221
2.402 3.537 0.054
-0.916 -2.014 -1.263
1.220 0.375 0.878
-0.271 0.920 -0.302
-0.177 -1.384 -1.047
0.631 0.396 -0.010
0.038 -1.066 0.467
-0.825 0.143 -0.790